Entry 1:
The following is a quantum chemistry calculation of 3 unconnected molecules or ions with the total composition C39H65N3O7 at a distorted geometry, from OMol25.

Each atom is followed by the atoms it is bonded to, with distances in Å.
Element x y z (Å)
1 C 2.25 3.17 1.02  C2 1.521, H28 1.086, H29 1.087, H30 1.080
2 C 3.39 3.70 0.17  C1 1.521, O3 1.434, H31 1.084, H32 1.085
3 O 3.83 2.82 -0.88  C2 1.434, C4 1.371
4 C 2.87 2.43 -1.78  O3 1.371, C5 1.406, C11 1.417
5 C 2.57 1.06 -1.83  C4 1.406, C6 1.521, C8 1.400
6 C 3.28 -0.03 -1.04  C5 1.521, C7 1.519, H33 1.087, H34 1.090
7 C 3.54 0.18 0.44  C6 1.519, H35 1.084, H36 1.081, H37 1.090
8 C 1.58 0.63 -2.72  C5 1.400, C9 1.385, H38 1.079
9 C 0.91 1.52 -3.54  C8 1.385, C10 1.397, C26 1.485
10 C 1.23 2.88 -3.50  C9 1.397, C11 1.406, C17 1.477
11 C 2.25 3.35 -2.65  C4 1.417, C10 1.406, C12 1.512
12 C 2.68 4.80 -2.76  C11 1.512, C13 1.549, H39 1.088, H40 1.079
13 C 4.21 5.02 -2.82  C12 1.549, C14 1.539, H41 1.084, H42 1.085
14 C 4.61 6.02 -3.92  C13 1.539, C15 1.531, H43 1.088, H44 1.087
15 C 5.16 5.37 -5.19  C14 1.531, N16 1.470, H45 1.088, H46 1.094
16 N 6.56 5.76 -5.42  C15 1.470, H47 1.013, H48 1.012
17 C 0.45 3.73 -4.42  C10 1.477, O18 1.205, C19 1.486
18 O 0.12 4.87 -4.22  C17 1.205
19 C 0.05 3.08 -5.70  C17 1.486, O20 1.348, C21 1.335
20 O -0.03 3.91 -6.76  C19 1.348, H49 0.969
21 C -0.22 1.77 -5.76  C19 1.335, C22 1.509, C26 1.477
22 C -0.60 1.13 -7.07  C21 1.509, C23 1.530, H50 1.088, H51 1.088
23 C -0.27 -0.35 -7.20  C22 1.530, C24 1.534, O25 1.421, H52 1.093
24 C -1.34 -1.31 -6.66  C23 1.534, H53 1.083, H54 1.082, H55 1.083
25 O 0.98 -0.68 -6.61  C23 1.421, H56 0.962
26 C -0.13 1.03 -4.49  C9 1.485, C21 1.477, O27 1.200
27 O -0.86 0.12 -4.21  C26 1.200
28 H 1.47 2.69 0.44  C1 1.086
29 H 1.80 4.02 1.51  C1 1.087
30 H 2.63 2.50 1.78  C1 1.080
31 H 3.13 4.68 -0.20  C2 1.084
32 H 4.27 3.83 0.80  C2 1.085
33 H 2.65 -0.91 -1.12  C6 1.087
34 H 4.20 -0.28 -1.57  C6 1.090
35 H 2.62 0.38 0.98  C7 1.084
36 H 4.27 0.96 0.64  C7 1.081
37 H 3.94 -0.74 0.85  C7 1.090
38 H 1.32 -0.42 -2.79  C8 1.079
39 H 2.24 5.39 -1.97  C12 1.088
40 H 2.30 5.22 -3.68  C12 1.079
41 H 4.61 5.38 -1.88  C13 1.084
42 H 4.70 4.08 -3.05  C13 1.085
43 H 5.40 6.67 -3.55  C14 1.088
44 H 3.78 6.69 -4.17  C14 1.087
45 H 4.60 5.69 -6.07  C15 1.088
46 H 5.06 4.29 -5.13  C15 1.094
47 H 7.13 5.43 -4.65  N16 1.013
48 H 6.91 5.31 -6.25  N16 1.012
49 H -0.20 4.80 -6.41  O20 0.969
50 H -1.65 1.31 -7.31  C22 1.088
51 H -0.04 1.67 -7.84  C22 1.088
52 H -0.19 -0.55 -8.28  C23 1.093
53 H -2.16 -0.74 -6.23  C24 1.083
54 H -1.69 -1.99 -7.43  C24 1.082
55 H -0.90 -1.86 -5.83  C24 1.083
56 H 1.62 0.01 -6.81  O25 0.962
57 C -1.93 0.55 5.44  C58 1.542, H68 1.090, H69 1.087, H70 1.091
58 C -1.04 0.53 4.18  C57 1.542, C59 1.527, N63 1.495, C67 1.525
59 C -0.87 -0.91 3.69  C58 1.527, C60 1.527, H71 1.096, H72 1.092
60 C 0.01 -1.75 4.62  C59 1.527, C61 1.529, H73 1.093, H74 1.091
61 C 1.36 -1.07 4.86  C60 1.529, C62 1.531, H75 1.092, H76 1.095
62 C 1.26 0.39 5.30  C61 1.531, N63 1.495, C65 1.540, C66 1.526
63 N 0.29 1.15 4.44  C58 1.495, C62 1.495, O64 1.292
64 O 0.85 1.52 3.34  N63 1.292
65 C 0.86 0.49 6.78  C62 1.540, H77 1.091, H78 1.090, H79 1.087
66 C 2.64 1.05 5.19  C62 1.526, H80 1.089, H81 1.089, H82 1.091
67 C -1.78 1.35 3.13  C58 1.525, H83 1.091, H84 1.089, H85 1.088
68 H -2.97 0.41 5.15  C57 1.090
69 H -1.71 -0.23 6.16  C57 1.087
70 H -1.86 1.52 5.95  C57 1.091
71 H -0.42 -0.90 2.69  C59 1.096
72 H -1.85 -1.38 3.59  C59 1.092
73 H -0.49 -1.94 5.57  C60 1.093
74 H 0.18 -2.73 4.17  C60 1.091
75 H 1.93 -1.62 5.61  C61 1.092
76 H 1.94 -1.12 3.93  C61 1.095
77 H 0.65 1.52 7.06  C65 1.091
78 H 1.68 0.14 7.41  C65 1.090
79 H 0.00 -0.12 7.04  C65 1.087
80 H 3.07 0.93 4.20  C66 1.089
81 H 3.31 0.57 5.90  C66 1.089
82 H 2.59 2.11 5.42  C66 1.091
83 H -1.92 2.38 3.47  C67 1.091
84 H -2.76 0.91 2.96  C67 1.089
85 H -1.26 1.37 2.18  C67 1.088
86 C -5.02 -6.94 2.31  C87 1.542, H97 1.090, H98 1.087, H99 1.091
87 C -4.61 -5.63 3.01  C86 1.542, C88 1.528, N92 1.493, C96 1.524
88 C -5.75 -4.61 2.93  C87 1.528, C89 1.529, H100 1.095, H101 1.092
89 C -5.95 -4.07 1.51  C88 1.529, C90 1.529, H102 1.093, H103 1.092
90 C -4.65 -3.50 0.95  C89 1.529, C91 1.531, H104 1.092, H105 1.095
91 C -3.46 -4.45 1.05  C90 1.531, N92 1.495, C94 1.541, C95 1.523
92 N -3.37 -5.06 2.41  C87 1.493, C91 1.495, O93 1.294
93 O -2.79 -4.25 3.24  N92 1.294
94 C -3.55 -5.55 -0.03  C91 1.541, H106 1.091, H107 1.090, H108 1.087
95 C -2.17 -3.68 0.77  C91 1.523, H109 1.089, H110 1.090, H111 1.091
96 C -4.35 -5.99 4.47  C87 1.524, H112 1.091, H113 1.090, H114 1.088
97 H -5.71 -7.50 2.95  C86 1.090
98 H -5.54 -6.80 1.37  C86 1.087
99 H -4.15 -7.58 2.14  C86 1.091
100 H -5.54 -3.77 3.60  C88 1.095
101 H -6.67 -5.08 3.29  C88 1.092
102 H -6.35 -4.85 0.85  C89 1.093
103 H -6.71 -3.28 1.53  C89 1.092
104 H -4.79 -3.23 -0.10  C90 1.092
105 H -4.42 -2.57 1.48  C90 1.095
106 H -2.78 -6.31 0.13  C94 1.091
107 H -3.38 -5.11 -1.01  C94 1.090
108 H -4.52 -6.04 -0.08  C94 1.087
109 H -2.08 -2.81 1.41  C95 1.089
110 H -2.17 -3.33 -0.26  C95 1.090
111 H -1.29 -4.31 0.91  C95 1.091
112 H -3.54 -6.73 4.55  C96 1.091
113 H -5.25 -6.43 4.90  C96 1.090
114 H -4.08 -5.13 5.07  C96 1.088

LUMO (alpha / beta) in hartree: -0.0180 / -0.0180
<S²>: 2.008
HOMO level (alpha / beta) in eV: -8.3431 / -8.7586
Multiplicity: 3
Kohn-Sham gap (alpha / beta) in hartree: 0.289 / 0.304
Energy in Ha: -2215.85109

***

Entry 2:
The following is a quantum chemistry calculation of 2 unconnected molecules or ions with the total composition C15H18O at a distorted geometry, from OMol25.

Each atom is followed by the atoms it is bonded to, with distances in Å.
Element x y z (Å)
1 C 2.13 2.87 2.23  C2 1.491, H10 1.026, H11 1.165, H12 1.083
2 C 2.63 1.50 1.90  C1 1.491, C3 1.486, H13 1.108, H14 1.164
3 C 2.43 1.10 0.49  C2 1.486, C4 1.415, C9 1.407
4 C 1.62 -0.04 0.28  C3 1.415, C5 1.344, H15 1.073
5 C 1.33 -0.67 -0.88  C4 1.344, C6 1.386, H16 1.066
6 C 1.89 -0.13 -2.03  C5 1.386, O7 1.312, C8 1.426
7 O 1.43 -0.62 -3.15  C6 1.312, H17 1.067
8 C 2.71 1.02 -1.85  C6 1.426, C9 1.353, H18 1.171
9 C 3.03 1.61 -0.68  C3 1.407, C8 1.353, H19 1.233
10 H 1.39 3.12 1.56  C1 1.026
11 H 3.02 3.60 2.12  C1 1.165
12 H 1.77 2.67 3.23  C1 1.083
13 H 3.74 1.48 1.98  C2 1.108
14 H 2.27 0.63 2.58  C2 1.164
15 H 1.23 -0.35 1.23  C4 1.073
16 H 0.89 -1.63 -0.97  C5 1.066
17 H 1.61 0.08 -3.94  O7 1.067
18 H 3.12 1.57 -2.81  C8 1.171
19 H 3.67 2.67 -0.71  C9 1.233
20 C -2.22 -3.13 -0.73  C21 1.589, H27 1.103, H28 1.120, H29 0.981
21 C -2.59 -1.74 -0.07  C20 1.589, C22 1.440, C26 1.388
22 C -2.22 -0.42 -0.52  C21 1.440, C23 1.381, H30 1.028
23 C -2.58 0.64 0.28  C22 1.381, C24 1.415, H31 1.080
24 C -3.29 0.47 1.49  C23 1.415, C25 1.390, H32 1.103
25 C -3.58 -0.78 2.03  C24 1.390, C26 1.402, H33 1.068
26 C -3.29 -1.82 1.13  C21 1.388, C25 1.402, H34 1.079
27 H -2.89 -3.94 -0.38  C20 1.103
28 H -1.33 -3.49 -0.15  C20 1.120
29 H -2.07 -3.19 -1.70  C20 0.981
30 H -1.62 -0.40 -1.35  C22 1.028
31 H -2.34 1.66 -0.01  C23 1.080
32 H -3.92 1.30 1.85  C24 1.103
33 H -4.18 -0.98 2.89  C25 1.068
34 H -3.68 -2.79 1.37  C26 1.079

LUMO in hartree: 0.0249
HOMO level in eV: -8.0400
SMILES string: CCc1ccc(O)cc1.Cc1ccccc1
Kohn-Sham gap in hartree: 0.320
Energy in Ha: -657.50025

***

Entry 3:
The following is a quantum chemistry calculation of a single C19H22BrNO5S molecule, from OMol25.

Each atom is followed by the atoms it is bonded to, with distances in Å.
Element x y z (Å)
1 C 3.06 0.35 -0.38  O2 1.407, H28 1.096, H29 1.094, H30 1.088
2 O 1.86 -0.20 -0.87  C1 1.407, C3 1.367
3 C 1.07 0.60 -1.65  O2 1.367, C4 1.383, C25 1.413
4 C 1.19 1.97 -1.74  C3 1.383, C5 1.389, H31 1.078
5 C 0.33 2.70 -2.55  C4 1.389, C6 1.382, H32 1.080
6 C -0.64 2.07 -3.31  C5 1.382, C7 1.506, C24 1.393
7 C -1.59 2.87 -4.16  C6 1.506, C8 1.539, H33 1.092, H34 1.092
8 C -3.06 2.50 -3.89  C7 1.539, N9 1.446, H35 1.091, H36 1.094
9 N -3.32 2.35 -2.47  C8 1.446, C10 1.349, H37 1.008
10 C -3.55 1.15 -1.91  N9 1.349, O11 1.214, C12 1.524
11 O -3.75 0.14 -2.55  C10 1.214
12 C -3.49 1.15 -0.38  C10 1.524, C13 1.518, H38 1.091, H39 1.090
13 C -2.07 0.75 0.00  C12 1.518, S14 1.822, H40 1.086, H41 1.087
14 S -1.97 0.56 1.81  C13 1.822, O15 1.436, O16 1.439, C17 1.797
15 O -3.00 -0.34 2.24  S14 1.436
16 O -1.92 1.87 2.41  S14 1.439
17 C -0.38 -0.24 2.04  S14 1.797, C18 1.381, C23 1.382
18 C 0.65 0.45 2.66  C17 1.381, C19 1.384, H42 1.079
19 C 1.88 -0.16 2.82  C18 1.384, C20 1.386, H43 1.079
20 C 2.05 -1.45 2.35  C19 1.386, Br21 1.897, C22 1.386
21 Br 3.74 -2.29 2.56  C20 1.897
22 C 1.03 -2.15 1.73  C20 1.386, C23 1.383, H44 1.079
23 C -0.20 -1.53 1.58  C17 1.382, C22 1.383, H45 1.078
24 C -0.75 0.68 -3.23  C6 1.393, C25 1.383, H46 1.077
25 C 0.06 -0.06 -2.39  C3 1.413, C24 1.383, O26 1.360
26 O -0.05 -1.40 -2.20  C25 1.360, C27 1.412
27 C -1.07 -2.09 -2.88  O26 1.412, H47 1.095, H48 1.094, H49 1.089
28 H 2.87 1.07 0.42  C1 1.096
29 H 3.64 0.82 -1.17  C1 1.094
30 H 3.63 -0.49 0.02  C1 1.088
31 H 1.95 2.49 -1.18  C4 1.078
32 H 0.43 3.78 -2.58  C5 1.080
33 H -1.39 2.69 -5.22  C7 1.092
34 H -1.44 3.93 -3.96  C7 1.092
35 H -3.32 1.54 -4.34  C8 1.091
36 H -3.72 3.27 -4.30  C8 1.094
37 H -3.09 3.14 -1.88  N9 1.008
38 H -4.18 0.41 0.01  C12 1.091
39 H -3.73 2.12 0.04  C12 1.090
40 H -1.81 -0.21 -0.42  C13 1.086
41 H -1.33 1.50 -0.27  C13 1.087
42 H 0.46 1.45 3.01  C18 1.079
43 H 2.69 0.35 3.31  C19 1.079
44 H 1.19 -3.15 1.37  C22 1.079
45 H -1.03 -2.05 1.12  C23 1.078
46 H -1.49 0.19 -3.83  C24 1.077
47 H -2.06 -1.66 -2.68  C27 1.095
48 H -0.89 -2.09 -3.96  C27 1.094
49 H -1.03 -3.11 -2.51  C27 1.089

LUMO in hartree: 0.0152
HOMO level in eV: -8.2752
SMILES string: COc1ccc(CCNC(=O)CCS(=O)(=O)c2ccc(Br)cc2)cc1OC
Kohn-Sham gap in hartree: 0.319
Energy in Ha: -4140.36690